No. 1
16
Properties=species:S:1:pos:R:3:forces:R:3:lowdin_charge:R:1 method="wB97M-V/def2-TZVPD" smiles="CC=[S@]1(=N)[C@@H]2C[C@@H]21" orbital_gap_ev=8.49 multiplicity=1 total_charge=0 homo_energy_ev=-7.978
C -2.476872 -0.363176 0.130555 0.686 -2.431 0.881 -0.217
C -1.277992 -0.309732 -0.831087 2.470 -0.921 1.593 -0.304
S 0.012444 0.681930 -0.109972 1.807 1.619 -2.105 0.894
N -0.539810 2.070965 -0.042082 -1.453 0.275 -0.175 -0.274
C 1.746947 0.447704 -0.853808 -3.352 -1.780 0.918 -0.243
C 2.032708 -0.773752 -0.020920 2.686 0.436 -0.230 -0.176
C 1.695597 0.503623 0.606140 -0.360 1.313 3.609 -0.368
H -2.304975 -0.654499 1.214750 0.154 0.616 -1.087 0.084
H -3.104780 0.472785 0.082641 -0.396 1.651 -0.016 0.032
H -3.144846 -1.165378 -0.177122 0.110 -0.335 -0.446 0.057
H -0.591426 -1.236240 -0.946499 -1.793 0.582 -0.053 0.043
H -0.087086 2.917211 0.194197 0.908 0.322 0.558 0.000
H 2.364523 1.039042 -1.426948 0.933 0.949 -1.603 0.087
H 1.377992 -1.647912 0.005880 0.538 0.178 -0.020 0.096
H 3.150556 -0.814361 0.114032 -1.211 -1.071 -0.317 0.128
H 2.355157 1.128351 1.359073 -1.728 -1.405 -1.507 0.161

=====

No. 2
16
Properties=species:S:1:pos:R:3:forces:R:3:lowdin_charge:R:1 method="wB97M-V/def2-TZVPD" smiles="C=C(CC)NC=S" orbital_gap_ev=8.95 multiplicity=1 total_charge=0 homo_energy_ev=-8.402
C -1.119512 1.367758 -0.028550 -0.024 0.027 0.107 0.057
C -0.068464 0.543388 -0.001535 -0.126 0.149 0.131 -0.324
C -0.159649 -0.962781 0.015682 0.235 -0.087 -0.261 -0.239
C -1.586533 -1.506187 -0.007987 0.026 0.488 0.361 -0.116
N 1.204609 1.170883 0.019363 0.618 -0.380 -0.055 -0.012
C 2.478895 0.700724 -0.005571 -0.106 -0.014 0.120 -0.696
S 3.097974 -0.822812 -0.012511 -0.283 0.412 -0.045 0.603
H -2.127237 0.979632 -0.007522 0.072 0.065 -0.052 0.052
H -1.001649 2.456291 -0.033578 -0.016 -0.412 -0.026 0.066
H 0.403391 -1.345647 -0.852591 -0.198 0.131 0.282 0.097
H 0.381332 -1.365334 0.881333 -0.072 0.217 -0.128 0.097
H -2.133261 -1.134289 -0.875297 -0.020 -0.121 -0.017 0.074
H -1.551660 -2.588216 -0.039565 -0.066 -0.187 -0.067 0.069
H -2.143983 -1.212573 0.896638 0.184 -0.091 -0.294 0.082
H 1.140717 2.176963 0.049699 0.013 -0.017 -0.038 0.128
H 3.185023 1.542195 0.001998 -0.240 -0.181 -0.017 0.060

=====

No. 3
16
Properties=species:S:1:pos:R:3:forces:R:3:lowdin_charge:R:1 method="wB97M-V/def2-TZVPD" orbital_gap_ev="7.91 / 7.61" multiplicity=1 total_charge=0 homo_energy_ev="-8.081 / -8.316"
C 0.053046 -1.818119 0.767058 -0.313 -0.586 0.545 0.146
C 0.617414 -0.956102 0.027053 0.179 1.674 -1.353 -0.374
C -0.236210 0.090691 -0.907015 1.399 -1.263 -0.060 -0.252
C 2.081680 -0.754252 -0.215648 0.188 -0.289 0.248 -0.080
C -1.250543 1.615128 0.664976 0.029 0.395 0.229 -0.138
N -1.386820 0.544309 -0.297885 -1.656 -0.018 0.569 -0.681
S -2.651724 -0.508204 -0.118829 0.296 0.082 -0.127 0.676
H -0.882442 -2.179627 1.118035 -0.452 -0.238 0.244 -0.008
H 0.440788 0.910948 -1.147413 -0.017 0.028 -0.034 0.116
H -0.470633 -0.503025 -1.791191 0.015 0.201 -0.072 0.114
H 2.295245 -0.799962 -1.283129 0.046 0.031 -0.074 0.082
H 2.651995 -1.526874 0.291474 0.149 0.009 -0.033 0.076
H 2.401209 0.220492 0.156709 -0.002 0.034 -0.041 0.081
H -0.876749 2.518994 0.173623 0.016 -0.089 0.039 0.088
H -2.228724 1.818995 1.098543 0.161 0.011 -0.052 0.064
H -0.557530 1.326604 1.463642 -0.036 0.019 -0.028 0.091

=====

No. 4
16
Properties=species:S:1:pos:R:3:forces:R:3:lowdin_charge:R:1 method="wB97M-V/def2-TZVPD" orbital_gap_ev=9.39 multiplicity=1 total_charge=0 homo_energy_ev=-8.662
C -0.228430 -0.327102 -0.146249 -6.640 -0.265 -3.211 -0.916
C -0.295611 -0.064469 1.219664 1.848 -1.189 7.480 -0.251
C 1.826162 0.578148 0.314498 2.653 1.670 0.323 -0.214
C 0.927515 0.125666 -0.759050 2.824 -2.025 -0.824 -0.314
C 0.584064 -1.386326 -0.738127 1.279 -3.879 2.521 -0.049
H -1.505316 1.640212 -0.581397 -1.030 -2.663 -0.544 -0.020
H -0.488106 -1.091325 1.891570 0.215 2.702 -1.606 0.179
H -0.989406 0.728414 1.498774 -0.254 -0.594 -0.007 0.074
H 1.681206 0.230109 2.237281 1.471 -1.840 3.148 0.040
H 2.109554 1.699906 -0.100196 0.090 -2.537 1.677 0.157
H 2.675453 -0.166284 0.575891 -0.393 1.746 -1.570 0.140
H 0.970040 0.546854 -1.690540 -0.172 1.289 -2.005 0.109
H 0.297982 -2.410781 -1.584313 0.922 4.063 2.715 0.210
H 1.090019 -1.714894 0.389470 -0.842 -0.389 -3.717 0.162
N 1.086810 0.528317 1.575154 -3.403 1.609 -4.207 -0.021
S -1.895707 0.205255 -0.812939 1.432 2.304 -0.173 0.713

=====

No. 5
16
Properties=species:S:1:pos:R:3:forces:R:3:mulliken_spin:R:1 method="wB97M-V/def2-TZVPD" s_squared=2.01 orbital_gap_ev="7.55 / 7.48" multiplicity=3 total_charge=0 homo_energy_ev="-6.600 / -9.855"
C -0.967144 0.254500 0.286428 2.904 1.882 1.683 0.054
C 0.449804 1.043827 0.403571 -3.815 -1.111 -1.546 0.610
C -1.844980 0.599274 -0.833305 0.234 2.460 -0.597 0.030
C 1.434294 -1.179999 -0.186176 -2.018 -0.437 -0.493 0.013
C 1.641258 0.206140 0.432742 0.228 -1.356 0.163 0.015
N -1.085964 -0.599713 1.199301 -0.118 -0.084 0.290 0.051
S 0.471067 2.686207 0.647629 -0.097 0.582 0.033 1.163
H -1.458386 0.014952 -1.664534 0.112 0.547 -0.616 0.002
H -2.825438 0.226241 -0.666896 -1.086 -0.058 0.240 0.001
H -1.846369 1.790713 -1.005209 0.013 -2.926 0.052 -0.006
H 0.680811 -1.017639 -0.974991 0.508 -0.385 -0.213 -0.008
H 2.194144 -1.816371 -0.572150 1.644 0.652 -0.662 0.001
H 0.972692 -1.961980 0.410817 -0.494 0.639 0.891 0.001
H 2.386795 0.730811 -0.137700 0.974 0.160 0.397 0.010
H 1.754098 0.130202 1.500414 1.503 -0.234 0.583 0.052
H -1.956681 -1.107163 1.160065 -0.493 -0.329 -0.205 0.011

=====

No. 6
17
Properties=species:S:1:pos:R:3:forces:R:3:lowdin_charge:R:1 method="wB97M-V/def2-TZVPD" orbital_gap_ev=8.06 multiplicity=1 total_charge=0 homo_energy_ev=-8.342
C 0.680754 0.290410 0.540514 -1.963 2.638 -0.861 -0.562
C 0.301567 -1.192797 0.603374 0.969 1.101 -0.620 -0.551
C -1.087356 1.326851 0.441803 2.973 -1.905 1.374 -0.579
C 1.324143 -2.088344 -0.018009 2.839 0.033 -0.712 -0.086
C -0.827208 2.329502 -0.618184 -2.365 1.950 -0.914 -0.246
N -0.891398 -1.358381 -0.119185 -3.405 1.277 2.750 -0.302
S 1.929999 1.229852 0.141432 -0.466 -1.578 0.682 0.749
S -2.177503 -0.136299 0.281871 2.109 -0.063 -0.327 0.851
H 0.184393 -1.503390 1.626656 -0.297 0.147 0.682 0.136
H -1.052085 1.845773 1.426810 -0.572 -0.883 -0.445 0.080
H 2.084462 -2.372096 0.736990 -0.166 0.380 -0.508 0.094
H 1.873490 -1.708699 -0.948291 -0.837 0.002 1.427 0.105
H 0.908673 -3.010169 -0.329954 -0.797 -0.990 -0.152 0.061
H -0.764475 1.868745 -1.605482 -0.046 0.069 -0.034 0.063
H 0.111809 2.901381 -0.446543 -0.729 -0.360 0.116 0.022
H -1.762163 3.116759 -0.652561 2.314 -1.762 0.051 0.130
H -0.837103 -1.539092 -1.061242 0.438 -0.056 -2.508 0.036

=====

No. 7
17
Properties=species:S:1:pos:R:3:forces:R:3:lowdin_charge:R:1 method="wB97M-V/def2-TZVPD" orbital_gap_ev=8.46 multiplicity=1 total_charge=0 homo_energy_ev=-8.480
C 0.540025 0.682691 2.032440 -0.793 -3.698 1.882 -0.162
C 0.915360 0.678285 0.561111 1.940 0.513 -0.318 -0.673
C 2.129057 0.289833 0.068069 0.037 1.600 -0.883 -0.030
C -1.416743 0.856561 -1.133461 2.607 -0.816 0.809 -1.154
C -1.309016 -0.651873 -0.984664 -3.141 0.944 4.024 -0.545
H -0.584834 0.408156 2.159433 1.887 0.601 -0.168 0.087
H 1.129035 -0.115781 2.789104 -1.297 1.839 -2.465 0.136
H 0.715217 1.617836 2.524843 -0.044 0.779 -0.132 0.046
H 2.903101 -0.147988 0.737580 -0.845 0.086 -0.513 0.066
H 2.542052 0.650094 -0.990156 -1.373 -1.157 2.338 0.109
H -2.293683 -1.007386 -1.271192 -0.209 0.184 -0.367 0.064
H -1.467457 -0.742974 0.161521 0.782 -0.099 -1.253 0.130
H -1.045809 -2.214796 -2.180364 3.745 2.574 2.309 0.173
H 0.344741 -2.196278 -0.677974 -2.850 3.152 -3.552 0.214
N -0.312975 -1.421310 -1.565589 1.295 -6.972 -0.526 -0.076
S -0.101898 1.840262 -0.411015 -0.270 -0.850 -0.337 0.902
S -2.686173 1.474671 -1.819686 -1.471 1.320 -0.847 0.711

=====

No. 8
15
Properties=species:S:1:pos:R:3:forces:R:3:lowdin_charge:R:1 method="wB97M-V/def2-TZVPD" smiles="C=CCCC[O-]" orbital_gap_ev=6.26 multiplicity=1 total_charge=-1 homo_energy_ev=-2.247
C -0.035925 1.920912 -1.490300 -0.727 0.661 -1.511 -0.068
C 0.581751 0.723526 -1.404022 1.733 1.979 2.070 -0.207
C -0.242339 -0.358932 -0.766300 0.319 1.643 -1.204 -0.249
C 0.128251 -0.307011 0.678216 0.394 1.038 2.573 -0.269
C -0.180850 -1.490565 1.592316 -1.390 -1.222 0.317 -0.600
O -0.077968 -1.186338 2.897536 0.350 -0.060 -0.463 -0.366
H -0.953068 2.129504 -2.098210 -0.033 -1.122 1.250 0.051
H 0.194840 2.817696 -0.957055 1.564 0.819 -0.542 0.028
H 1.713421 0.714946 -1.109125 -2.062 0.045 -0.292 0.117
H 0.154389 -1.236603 -1.145134 -0.469 -2.620 -0.868 0.075
H -1.258925 0.018119 -0.967025 -0.021 -1.416 0.117 0.116
H 1.172137 -0.015822 0.909960 -0.022 -0.443 -0.681 0.106
H -0.357232 0.454445 1.299389 -0.517 0.538 -0.762 0.105
H 0.431887 -2.366795 1.242036 0.115 -0.022 0.056 0.073
H -1.270371 -1.817080 1.317715 0.766 0.182 -0.059 0.088

=====

No. 9
17
Properties=species:S:1:pos:R:3:forces:R:3:lowdin_charge:R:1 method="wB97M-V/def2-TZVPD" orbital_gap_ev=8.39 multiplicity=1 total_charge=0 homo_energy_ev=-7.896
C -2.651805 1.218740 -0.086715 2.113 -3.030 1.144 -0.186
C 1.311295 -0.109931 0.913017 1.408 -1.088 -0.465 -0.131
C 0.800670 -1.448266 0.380103 -3.348 2.896 -1.397 -0.203
C 0.814403 1.093179 0.120001 4.427 -1.156 -2.078 -0.579
C -0.772940 -1.370188 0.338691 2.969 0.135 0.194 -0.263
O 0.004320 0.687033 -0.960274 -2.793 -0.025 1.049 -0.214
O 0.342872 2.089329 0.859629 -1.383 1.125 1.683 0.049
P -1.358252 -0.008480 -0.250925 -1.585 2.330 -0.917 0.934
H -3.667892 0.889252 -0.147439 -0.567 -0.409 0.394 -0.029
H -2.359645 1.592137 -0.994118 0.252 2.171 -2.655 -0.092
H 1.111738 0.112218 1.940037 -0.155 -0.489 0.855 0.115
H 2.405139 -0.243062 0.746048 -0.463 0.853 0.541 0.126
H 1.070036 -1.609869 -0.648418 0.746 0.195 -0.481 0.103
H 1.090135 -2.282334 0.889084 0.824 -2.030 1.816 0.073
H 1.754554 1.409556 -0.361656 -0.377 0.376 -0.545 0.152
H -1.183525 -2.284382 0.500790 -2.005 -2.004 0.845 0.021
H 0.055947 2.801640 0.280382 -0.064 0.150 0.018 0.124

=====

No. 10
17
Properties=species:S:1:pos:R:3:forces:R:3:lowdin_charge:R:1 method="wB97M-V/def2-TZVPD" smiles="[O-]/C(O)=C/CCCO" orbital_gap_ev=6.44 multiplicity=1 total_charge=-1 homo_energy_ev=-2.414
O 1.463639 0.677059 2.189610 0.931 -0.561 0.088 -0.106
C 0.545556 0.032483 1.646562 -1.512 1.270 -0.292 -0.634
O -0.677296 0.099535 2.398410 1.055 1.807 2.273 -0.094
C 0.352605 -0.499652 0.390021 -0.448 -0.666 0.540 -0.166
C -1.007341 -0.924356 -0.141149 -0.081 2.718 -0.029 -0.207
C -1.136755 -0.560276 -1.714824 -1.212 0.475 0.633 -0.182
C 0.154180 -0.098596 -2.406381 1.798 -1.166 2.238 -0.321
O 0.556179 1.159420 -1.940668 -0.164 1.958 -0.519 -0.119
H -0.347314 0.771755 3.130516 -1.018 -2.008 -2.065 0.127
H 1.210053 -0.774905 -0.172690 0.710 0.017 -0.256 0.055
H -1.739392 -0.264002 0.450565 0.728 -1.165 -1.018 0.106
H -1.276906 -1.947664 0.066977 -0.157 -0.629 -0.253 0.067
H -1.939526 0.249165 -1.862746 1.285 -0.706 0.331 0.113
H -1.613912 -1.395809 -2.214195 0.259 -0.495 -0.362 0.071
H 1.077563 -0.752979 -2.108294 -1.858 0.214 -0.767 0.120
H 0.158062 -0.039817 -3.485097 -0.502 -0.090 -0.365 0.091
H 0.277429 1.359380 -1.028805 0.188 -0.973 -0.177 0.081

=====

Ordered E results: -17648.249; -17655.618; -17652.252; -17650.886; -17652.219; -28488.405; -28486.838; -7374.942; -18710.556; -11473.016; unit eV.
Ordered relative energy (zero: lowest compared OMol25 entry of this formula, charge and spin) results: 766.5; 55.5; 380.3; 512.1; 11.9; 311.7; 462.9; 216.7; 417.9; 214.5; unit kJ/mol.